DFT (wB97M-V/def2-TZVPD) results for a structure of composition C45H47Br3F3LiN8O2 at a distorted geometry.

As for the orbital gap: 7.95 eV. The value obtained for the LUMO energy is -0.691 eV. The calculation puts the relative energy (zero: lowest compared OMol25 entry of this formula, charge and spin) at 0.000 eV. The molar mass comes out at 1035.57 g/mol. The calculation puts the total energy at -10360.519832 a.u. The value obtained for the HOMO energy is -8.6 eV. Its net charge is 0.

Positions of all 109 atoms, in Å:
Li: 1.14661 -1.62402 -1.72524
C: -0.33216 0.56251 -0.76550
O: 1.06255 0.44964 -0.32000
O: -0.32729 -0.08037 -2.05829
C: -1.40748 0.04732 0.29187
F: -2.65127 0.06304 -0.19791
F: -1.22422 -1.26681 0.62863
F: -1.37883 0.79197 1.42970
C: 1.51155 1.24199 0.82695
C: 3.01293 1.06942 0.92219
H: 3.22492 0.02667 1.15845
H: 3.46180 1.39309 -0.01688
H: 3.42927 1.59405 1.78215
H: 1.17277 0.85427 1.78768
H: 1.35749 2.31756 0.74030
H: -0.51982 1.63259 -0.85384
C: 7.06573 0.94479 2.75018
Br: 5.29740 0.32974 3.42817
Br: 7.88815 2.22762 4.01829
Br: 6.91212 1.79931 0.95827
H: 7.73189 0.08968 2.63566
N: -2.34606 -4.92833 -2.21938
C: -3.48090 -5.67513 -2.52271
C: -4.78361 -5.22442 -2.19161
C: -4.94063 -3.93297 -1.72187
C: -3.85340 -3.10086 -1.52988
C: -2.59130 -3.67543 -1.67728
H: -3.33526 -6.65883 -2.94406
H: -5.66065 -5.83434 -2.35034
H: -5.94290 -3.62421 -1.46393
H: -3.96163 -2.14943 -1.03041
H: -1.68428 -3.10836 -1.52847
N: 1.84560 2.22322 6.48214
C: 2.13240 2.82281 5.30912
C: 1.56636 2.47318 4.06849
C: 0.37316 1.64618 4.16637
C: -0.01306 1.06903 5.35354
C: 0.80689 1.38297 6.49438
H: 3.07110 3.35661 5.32640
H: 1.83973 2.83965 3.09004
H: -0.22947 1.39640 3.30565
H: -0.87220 0.41512 5.37959
H: 0.57267 0.94579 7.45376
N: -0.37394 4.11756 -3.76688
C: 0.53891 3.28395 -3.15175
C: 1.59976 3.75996 -2.37518
C: 1.63089 5.12287 -2.03877
C: 0.62784 5.95005 -2.49152
C: -0.25268 5.42909 -3.41994
H: 0.42620 2.22190 -3.31220
H: 2.33324 3.06529 -1.99329
H: 2.49093 5.52969 -1.52766
H: 0.56903 7.01888 -2.34816
H: -1.10009 6.01306 -3.74748
N: -3.65541 5.49426 -1.85913
C: -3.20387 6.32411 -0.88588
C: -2.86775 5.87738 0.41738
C: -2.91687 4.47554 0.67127
C: -3.28905 3.69636 -0.36963
C: -3.72860 4.21618 -1.56539
H: -3.08262 7.35643 -1.17918
H: -2.59931 6.59152 1.18180
H: -2.63451 4.06417 1.62910
H: -3.36018 2.63124 -0.20578
H: -4.04073 3.45633 -2.26653
N: 2.92999 -0.81333 -2.65612
C: 4.07921 -0.73359 -1.91304
C: 5.14309 0.12995 -2.26440
C: 5.00661 1.12007 -3.28277
C: 3.74235 1.11158 -3.91221
C: 2.74213 0.20874 -3.57186
H: 4.28765 -1.46425 -1.14553
H: 6.09185 -0.02525 -1.77229
H: 5.79046 1.83458 -3.48638
H: 3.59797 1.81789 -4.71638
H: 1.81619 0.20663 -4.12776
N: 1.98446 -3.93279 3.14684
C: 2.55286 -4.43488 4.31165
C: 2.95993 -3.70184 5.41458
C: 2.74659 -2.32629 5.39627
C: 2.09809 -1.71919 4.27781
C: 1.74338 -2.57748 3.23934
H: 2.60779 -5.50534 4.44394
H: 3.37802 -4.13596 6.31076
H: 3.07943 -1.67574 6.19151
H: 1.86267 -0.67631 4.12487
H: 1.37807 -2.08676 2.34931
N: -2.59448 1.71262 -5.53327
C: -2.46043 0.68376 -4.63312
C: -3.21701 -0.44011 -4.57256
C: -4.30593 -0.51150 -5.38864
C: -4.44205 0.39661 -6.41502
C: -3.50753 1.45729 -6.53550
H: -1.67745 0.80795 -3.89969
H: -3.15700 -1.24134 -3.85088
H: -4.92912 -1.38208 -5.24678
H: -5.31277 0.28995 -7.04498
H: -3.66210 2.21537 -7.28903
N: -0.32329 -5.59084 2.26791
C: -1.30280 -5.04927 1.49607
C: -2.63920 -5.47381 1.52844
C: -2.97776 -6.52968 2.39128
C: -1.94528 -7.17762 3.12496
C: -0.63488 -6.62633 3.13968
H: -1.11054 -4.08977 1.03912
H: -3.46044 -4.94640 1.06605
H: -3.99007 -6.89882 2.46462
H: -2.19382 -8.05611 3.70193
H: 0.16718 -6.98856 3.76570

Atomic forces in eV per Å
Li -0.4300 1.4515 -0.3436
C 0.8608 -1.0412 -3.1676
O -0.6863 0.3433 1.5984
O -0.1550 0.3422 3.8748
C 1.0242 -1.0601 -0.9752
F 0.0439 0.7141 -0.0068
F 0.4662 0.6082 0.2829
F -0.1774 -0.4250 -0.4639
C 0.9074 -0.8421 -0.2266
C -0.1760 -0.3548 -0.1414
H 0.2112 -0.1812 -0.4636
H 0.3689 -0.1298 0.1502
H -0.1256 0.4248 -0.2638
H -0.8476 0.0928 -0.2534
H -0.8643 -0.0004 -0.3255
H -0.3094 0.3540 -0.0122
C -0.4845 0.7962 0.0814
Br 1.3438 0.2486 -0.3372
Br -0.4538 -0.8177 -0.6972
Br -0.0223 -0.5644 1.0052
H -0.2887 0.2293 0.1356
N -2.7444 0.4735 0.1659
C 0.6791 1.9008 1.4840
C 1.3376 -0.0925 -0.6897
C -0.4355 -0.2317 0.0757
C 0.6305 -0.8843 0.9815
C 0.2945 -1.5874 -1.8349
H 0.2166 -0.0170 -0.0563
H 0.0960 -0.2073 -0.0597
H -0.0677 0.3057 -0.0464
H 0.0570 0.2465 -0.3336
H -0.0313 0.2060 0.3453
N -1.2125 -0.1470 -0.5613
C 1.0557 -1.5389 -1.2888
C -2.6455 -0.8300 1.7885
C 1.3141 0.5850 -0.4112
C 1.6627 1.0925 1.1282
C -0.7214 -0.0168 -0.8767
H -0.0951 0.6078 -0.0087
H 0.3173 0.2840 0.2428
H 0.2054 0.2053 -0.2877
H 0.0330 -0.0226 0.3029
H 0.0293 -0.1475 0.1378
N 1.7815 0.0307 1.7015
C -0.5261 1.5439 -0.7850
C -0.8624 0.5021 0.1176
C 0.6000 -0.5945 -0.2864
C 0.2340 0.0794 -1.0674
C -1.6275 -1.8602 0.2170
H -0.1205 -0.1696 -0.1680
H 0.1045 -0.0329 0.0273
H -0.0630 -0.0196 0.4176
H 0.2472 0.0169 0.4593
H 0.1688 0.3856 -0.4541
N 0.1532 1.0149 0.2256
C 0.0604 -1.3798 0.7114
C -0.3985 -0.6785 -1.0630
C 0.5228 2.5994 0.1404
C -0.6063 -1.5525 0.5314
C 0.6266 -0.4808 0.0686
H -0.1341 0.1627 0.1257
H 0.1312 0.0120 0.0078
H -0.0154 0.0048 0.0733
H 0.0683 -0.2075 -0.1817
H -0.3029 0.4790 -0.6952
N 0.5117 1.9823 0.8201
C 0.2205 0.4930 -2.5552
C -0.4730 0.5996 -0.5758
C -1.7168 -2.1559 1.5027
C 1.0198 0.5365 0.1611
C 1.1503 -1.6800 0.6642
H -0.4068 -0.1940 0.0672
H 0.0050 0.2353 0.2728
H -0.0075 -0.1188 -0.2716
H -0.4303 0.0807 0.0082
H -0.1624 -0.0815 0.1775
N 0.8171 1.5695 2.9635
C -1.1013 0.3012 -1.2417
C -0.5432 1.3744 -0.2503
C -0.5923 1.2562 -1.2113
C 0.5989 -2.0914 0.6765
C 1.1010 -1.2356 -0.5381
H 0.1584 -0.2836 -0.7102
H 0.0948 -0.3412 -0.1796
H 0.0264 -0.1161 0.2804
H 0.2047 0.1397 0.5391
H -0.4444 -0.2887 -0.3190
N -1.0035 -2.2737 -1.2877
C 1.3619 2.1602 -0.2836
C -0.9099 -0.5907 0.4934
C -0.0407 -0.6520 -0.8373
C 0.2457 0.6412 -0.2171
C -0.4918 -0.2829 2.5682
H 0.1705 0.1768 0.1623
H 0.7724 0.2703 0.3578
H -0.5433 0.1522 -0.3163
H 0.1622 0.2610 -0.4534
H 0.2999 0.0791 -0.1184
N -1.2172 -0.8017 0.8006
C -0.2510 -0.6692 1.8048
C -0.0492 -0.7188 1.4541
C 1.8617 -0.3696 -0.3243
C 0.2688 1.1653 -0.1775
C -1.7301 1.2508 -2.8670
H 0.5697 -0.1645 -0.5511
H 0.2596 0.1876 -0.4676
H -0.0754 0.0247 -0.0245
H 0.0640 0.0423 0.2752
H 0.0225 -0.0982 -0.0428